Here is the molecule C5H6BrNS at a distorted geometry from the Open Molecules 2025 dataset. Energies are from ωB97M-V with the def2-TZVPD basis set.

Values from the calculation:
Energy relative to the best compared isomer or geometry (same formula, charge and spin), kcal/mol: 34.6
SMILES: CS/C(C#N)=C(\C)Br
Strongest force on any atom, eV Å⁻¹: 4.1
Kohn-Sham gap, eV: 8.440

CARTESIAN COORDINATES (ANGSTROEM)
1 C 1.04 0.66 -2.11
2 H -0.07 0.79 -2.21
3 H 1.44 1.81 -2.17
4 C 1.65 -0.12 -1.03
5 H -2.03 -1.50 1.88
6 S -0.75 -0.29 0.26
7 H -1.50 0.04 2.45
8 C -1.14 -0.83 1.98
9 H -0.11 -1.19 2.34
10 C 0.96 -0.60 0.11
11 C 1.63 -1.46 1.03
12 H 1.36 0.25 -3.10
13 Br 3.54 -0.30 -1.20
14 N 2.23 -1.90 1.90


Here is a structure of composition C2H3Cl3N2 at a distorted geometry from the Open Molecules 2025 dataset. Energies are from ωB97M-V with the def2-TZVPD basis set.

Values from the calculation:
Energy relative to the best compared isomer or geometry (same formula, charge and spin), kcal/mol: 88.2
Strongest force on any atom, eV Å⁻¹: 3.7
Kohn-Sham gap, eV: 9.068

CARTESIAN COORDINATES (ANGSTROEM)
1 Cl -2.44 -1.20 -0.76
2 C 1.02 0.83 -0.26
3 Cl 2.69 0.27 -0.55
4 N 0.61 -1.49 0.65
5 H -0.11 -2.06 0.90
6 H 0.69 1.21 -1.16
7 N -1.61 -0.20 0.33
8 Cl -2.14 1.39 0.15
9 C 0.30 -0.41 0.16
10 H 0.99 1.67 0.54


Here is a cluster of 2 separate species, CH4IN3 in total at a distorted geometry from the Open Molecules 2025 dataset. Energies are from ωB97M-V with the def2-TZVPD basis set.

Values from the calculation:
Energy relative to the best compared isomer or geometry (same formula, charge and spin), kcal/mol: 14.9
Strongest force on any atom, eV Å⁻¹: 7.3
Multiplicity: 3
Kohn-Sham gap (spin up / spin down), eV: 6.662 / 6.910

CARTESIAN COORDINATES (ANGSTROEM)
1 C 1.30 -1.55 1.05
2 N -0.22 -0.97 -0.67
3 H 1.40 -2.32 1.73
4 H -1.96 0.36 -1.63
5 N 0.44 -1.36 0.16
6 H -2.26 1.76 -0.67
7 I -3.66 -0.17 0.11
8 N -2.61 1.04 -1.22
9 H 2.25 -0.96 1.16


Here is the molecule C4H10N2 at a distorted geometry from the Open Molecules 2025 dataset. Energies are from ωB97M-V with the def2-TZVPD basis set.

Values from the calculation:
Energy relative to the best compared isomer or geometry (same formula, charge and spin), kcal/mol: 32.0
SMILES: C=NCCCN
Strongest force on any atom, eV Å⁻¹: 1.3
Kohn-Sham gap, eV: 10.144

CARTESIAN COORDINATES (ANGSTROEM)
1 H 1.81 0.50 -1.14
2 H 0.78 -2.96 0.01
3 H -0.29 1.65 -1.43
4 C 1.03 -2.02 -0.47
5 H -2.30 1.22 -0.17
6 H -1.81 1.48 1.97
7 H 1.26 1.04 0.43
8 C -1.44 0.62 0.13
9 H -0.57 -0.13 -1.62
10 N 1.03 -0.98 0.25
11 N -1.03 1.20 1.41
12 H 1.41 -1.97 -1.50
13 C 1.05 0.33 -0.37
14 C -0.34 0.69 -0.92
15 H -0.41 0.58 1.91
16 H -1.75 -0.42 0.26


Here is a structure of composition C24H37As3N3O2Se2Te2V from the Open Molecules 2025 dataset. Energies are from ωB97M-V with the def2-TZVPD basis set.

Values from the calculation:
Energy relative to the best compared isomer or geometry (same formula, charge and spin), kcal/mol: 7.6
Total charge: -1
Strongest force on any atom, eV Å⁻¹: 0.7
Multiplicity: 4
Kohn-Sham gap (spin up / spin down), eV: 6.080 / 6.149

CARTESIAN COORDINATES (ANGSTROEM)
1 H 3.35 -6.35 -0.57
2 H -2.70 -1.83 1.41
3 As -0.34 -1.31 0.68
4 C 3.04 4.01 -1.04
5 H 0.31 -2.71 2.67
6 As -4.54 -1.03 -0.80
7 C 2.55 -3.23 -2.67
8 H 3.47 6.06 -0.60
9 C -3.25 0.36 -0.23
10 H 2.94 4.15 -2.11
11 H -0.23 -2.87 -1.30
12 H -0.88 -3.61 1.69
13 Se 5.56 0.30 0.79
14 C -6.19 0.06 -0.72
15 Te 5.65 0.50 3.30
16 H -1.10 -1.41 -1.77
17 H -1.82 -0.96 2.65
18 H 2.37 -4.55 -4.35
19 As -0.67 2.26 0.25
20 C 2.57 -4.46 -3.29
21 C 2.86 -5.59 -2.52
22 H -1.32 4.17 -1.32
23 H -4.71 1.23 1.89
24 H -1.94 -2.69 -0.84
25 C 3.12 -5.48 -1.17
26 O 3.35 -4.20 0.77
27 H -2.67 3.85 -0.21
28 H -2.67 2.43 1.74
29 C -4.09 0.37 2.14
30 H 2.60 1.63 -2.40
31 H 2.88 -6.57 -2.99
32 H -6.02 1.06 -1.13
33 C 2.88 2.74 -0.49
34 N 2.65 0.43 -0.72
35 H -4.23 0.27 -3.00
36 H -6.97 -0.43 -1.29
37 C 2.80 -3.08 -1.30
38 Te 3.52 -1.01 4.06
39 H 0.51 3.38 2.22
40 O 2.89 -1.68 0.61
41 C -1.90 3.38 -0.83
42 H 2.33 -2.33 -3.23
43 H -3.70 1.33 -0.47
44 C -1.99 1.58 1.57
45 H -2.37 0.24 -0.87
46 C -4.23 -0.78 -2.72
47 C 3.34 5.06 -0.20
48 C 3.47 4.83 1.16
49 C -0.11 3.75 1.40
50 H 3.37 3.28 2.68
51 H -3.27 -1.22 -2.99
52 C 3.29 3.54 1.63
53 V 2.99 0.36 1.23
54 H -1.44 1.42 2.50
55 H -2.39 2.79 -1.61
56 C 0.00 -2.97 1.66
57 H 0.49 4.44 0.80
58 C -0.99 -2.16 -0.98
59 C 3.09 -4.23 -0.54
60 Se 1.59 0.53 3.46
61 H -4.69 -0.54 2.02
62 H -6.52 0.15 0.31
63 C 2.74 -1.75 -0.66
64 H -5.01 -1.30 -3.28
65 H 3.29 -3.25 1.05
66 C 2.66 1.57 -1.32
67 N 2.99 2.52 0.83
68 H -0.97 4.28 1.80
69 N 2.58 -0.70 -1.46
70 H 0.82 -3.50 1.18
71 H -3.80 0.45 3.19
72 C -2.83 0.33 1.24
73 H 3.71 5.63 1.86
74 C -2.07 -0.96 1.58


Here is the molecule C2H2ClN3O at a distorted geometry from the Open Molecules 2025 dataset. Energies are from ωB97M-V with the def2-TZVPD basis set.

Values from the calculation:
Energy relative to the best compared isomer or geometry (same formula, charge and spin), kcal/mol: 103.3
SMILES: O/N=C(\Cl)N1C=N1
Strongest force on any atom, eV Å⁻¹: 3.2
Kohn-Sham gap, eV: 10.271

CARTESIAN COORDINATES (ANGSTROEM)
1 N 1.76 -2.36 -0.84
2 C 1.26 0.15 -0.25
3 H 1.41 -2.66 1.30
4 C 1.42 -2.26 0.34
5 O 0.91 2.35 -0.29
6 Cl 2.81 0.52 0.43
7 H 0.19 2.97 -0.73
8 N 0.81 -1.15 -0.20
9 N 0.42 1.06 -0.50